DFT (the ωB97M-V functional and the def2-TZVPD basis) results for a gas-phase ion, C3H6NS2 (charge +1) at a distorted geometry.

```
12
Properties=species:S:1:pos:R:3:mulliken_charge:R:1
C 0.2403 -0.6781 0.6847 0.041
C 1.5302 -0.4748 0.3141 -0.121
C -0.7380 0.4128 0.3880 -0.216
N -0.6112 -0.6651 -0.5539 -0.368
S 1.8914 -0.4833 -1.3316 -0.072
S -0.4086 2.2989 -0.1911 -0.171
H -0.0515 -1.1598 1.6397 0.365
H 2.3326 -0.2642 1.1024 0.328
H -1.7338 0.3928 0.9786 0.375
H 0.4006 -0.6412 -1.5031 0.394
H -1.2631 -1.4126 -0.8408 0.259
H -1.5890 2.6746 -0.6871 0.186
```

Results
HOMO energy, eV: -13.75
HOMO-LUMO gap, eV: 7.66
Relative energy (zero: lowest compared OMol25 entry of this formula, charge and spin), eV: 3.2833
Net charge: +1

---

DFT (the ωB97M-V functional and the def2-TZVPD basis) results for a molecular structure, C8H27MnO8 at a distorted geometry.

```
44
Properties=species:S:1:pos:R:3:mulliken_spin:R:1
Mn -4.0104 1.0984 -3.1494 4.684
C -0.0579 0.9159 0.3688 0.064
C -1.1787 0.9497 -0.7420 -0.055
O -1.1043 1.7357 -1.7419 0.163
O -2.1881 0.1582 -0.6770 0.149
H 0.2861 1.9416 0.5022 -0.002
H 0.6662 0.2252 -0.0631 -0.001
H -0.3708 0.4821 1.3186 -0.002
C -4.4322 -4.5107 1.0398 0.000
O -3.2975 -3.7090 1.5280 0.000
H -4.1581 -4.7754 0.0186 0.000
H -4.5563 -5.4141 1.6370 0.000
H -5.4558 -4.1366 1.0194 0.000
H -3.2441 -2.8369 1.1302 0.000
C 3.4434 -2.8393 -3.0366 0.000
O 4.7950 -3.2319 -3.0992 0.000
H 3.1100 -2.3276 -3.9395 0.000
H 2.7753 -3.7000 -3.0057 0.000
H 3.3417 -2.3346 -2.0759 0.000
H 4.9694 -3.4481 -4.0181 0.000
C 0.9869 0.8343 -6.1011 0.000
O 2.0760 0.7790 -7.0687 0.000
H 0.4350 -0.0907 -5.9344 0.000
H 1.4605 1.2217 -5.1990 0.000
H 0.2724 1.5489 -6.5097 0.000
H 1.7389 0.2918 -7.8241 0.000
C -1.2150 2.5404 5.1506 0.000
O -1.8469 3.4814 5.9037 0.000
H -0.8591 2.8307 4.1622 0.000
H -0.4047 2.0625 5.7012 0.000
H -1.8315 1.6500 5.0271 0.000
H -2.6210 3.8645 5.4845 0.000
C 2.2390 -4.1192 2.3421 0.000
O 3.3945 -4.4415 2.9540 0.000
H 1.8487 -3.1533 2.6626 0.000
H 2.6120 -4.0415 1.3208 0.000
H 1.6282 -5.0130 2.4687 0.000
H 3.9128 -4.9490 2.3252 0.000
C -0.5120 6.5572 1.4235 0.000
O -0.8061 7.6637 2.2651 0.000
H -0.1932 6.9217 0.4470 0.000
H 0.2402 5.8214 1.7078 0.000
H -1.4196 6.0276 1.1338 0.000
H -0.4689 7.4691 3.1426 0.000
```

Results
HOMO energy (spin up / spin down), eV: -11.46 / -11.46
Multiplicity: 6
HOMO-LUMO gap (spin up / spin down), eV: 2.31 / 2.82
Relative energy (zero: lowest compared OMol25 entry of this formula, charge and spin), eV: 6.4417
Net charge: +1

---

DFT (the ωB97M-V functional and the def2-TZVPD basis) results for a molecular structure, C7H19AgClFO6P at a distorted geometry.

```
36
Properties=species:S:1:pos:R:3:mulliken_charge:R:1
Ag -1.1467 0.9734 1.4379 0.692
F -0.5186 1.9306 3.4502 -0.856
Cl -3.6283 2.2109 1.5323 -0.807
C 1.6130 -1.8896 -0.4711 -0.284
O 2.4868 -0.8339 -0.8678 -0.419
P 2.1908 0.6468 -0.3299 0.606
O 0.9670 0.7670 0.4823 -0.062
O 3.5437 1.0125 0.4252 -0.365
C 4.3729 2.1311 0.0916 -0.500
O 2.1782 1.5058 -1.6764 -0.318
C 1.4184 2.7345 -1.7044 -0.796
H 1.3477 -2.4458 -1.3675 0.227
H 0.7017 -1.5719 0.0368 -0.053
H 2.1612 -2.5227 0.2268 0.331
H 4.7718 2.5126 1.0277 0.247
H 3.8859 2.9276 -0.4639 0.199
H 5.2017 1.7258 -0.4945 0.265
H 0.7926 2.6950 -2.5913 0.258
H 2.1341 3.5542 -1.7955 0.294
H 0.8300 2.8873 -0.8012 0.380
C -1.1011 -0.5193 -2.1751 -0.566
O -1.7110 -0.5648 -0.9107 -0.167
C -2.2911 -1.8139 -0.6257 -0.521
C -2.9730 -1.7695 0.7193 -0.559
O -2.0466 -1.3021 1.6806 -0.214
C -2.5753 -1.2654 3.0065 -0.884
H -1.7861 -0.2152 -2.9699 0.328
H -0.6300 -1.4776 -2.4214 0.340
H -0.2978 0.2172 -2.1024 -0.078
H -1.5359 -2.6128 -0.6779 0.276
H -3.0274 -2.0724 -1.4039 0.373
H -3.2750 -2.7894 1.0127 0.330
H -3.8770 -1.1504 0.7276 0.365
H -2.6669 -2.2698 3.4308 0.270
H -3.5685 -0.7982 3.0275 0.357
H -1.9415 -0.5476 3.5347 0.311
```

Results
HOMO energy, eV: -3.68
HOMO-LUMO gap, eV: 6.21
Net charge: -1